## P
The following is a quantum chemistry calculation of C7H18N2 as an isolated structure, from the OMol25 dataset.

Frontier orbital gap (hartree): 0.31257
LUMO (eV): 0.802

```
! wB97M-V def2-TZVPD RIJCOSX def2/J DEFGRID3
* xyz 0 1
N 1.5816 -0.7574 -1.3036
N 1.2161 -1.8580 0.7527
C 1.7763 0.7422 0.9621
C 2.1822 1.8544 0.0390
C -1.6821 -1.2574 -1.1031
C -1.3939 1.2269 -0.8670
C -1.9372 -0.1943 1.1656
C -1.2757 -0.1236 -0.1935
C 1.1706 -0.7479 -0.0868
H 0.0573 0.0357 0.2500
H -1.1019 -1.2411 -2.0287
H 2.0823 -1.6162 -1.5187
H -1.5714 -2.2306 -0.6161
H -1.5692 0.5863 1.8370
H 1.6317 2.7770 0.2370
H 3.2585 2.0509 0.0893
H -1.0973 2.0341 -0.1911
H -1.7781 -1.1685 1.6378
H 2.6157 0.2565 1.4568
H 0.9265 -2.7211 0.3108
H 0.7925 -1.7238 1.6616
H 1.0478 1.0215 1.7245
H -3.0225 -0.0607 1.0787
H -0.7252 1.2570 -1.7312
H 1.9838 1.6001 -1.0112
H -2.7400 -1.1686 -1.3802
H -2.4284 1.4265 -1.1717
*
```

=====

## Q
The following is a quantum chemistry calculation of C7H18N2 as an isolated structure, from the OMol25 dataset.

Frontier orbital gap (hartree): 0.31492
LUMO (eV): 0.922

```
! wB97M-V def2-TZVPD RIJCOSX def2/J DEFGRID3
* xyz 0 1
N -0.1969 -0.2811 -1.3044
N 2.1305 0.8534 -0.9185
C -0.8395 -2.6415 -1.1510
C -1.1928 -1.0254 0.7404
C 1.6979 1.8219 -0.0397
C 1.6214 1.3260 1.3874
C -1.7711 -2.0107 1.7066
C -0.8242 -1.2841 -0.5151
C -0.0382 2.5467 -0.4214
H -1.6763 -3.2494 -0.8116
H -1.1538 0.0016 1.0819
H -0.0319 2.8325 -1.4765
H -0.3765 -0.3923 -2.2958
H 1.1824 0.1118 -1.1375
H -1.4925 -1.7549 2.7299
H 2.6330 1.1703 1.7661
H 1.1025 0.3706 1.4347
H 2.2423 2.7655 -0.1278
H 0.0801 -3.1809 -0.9161
H 0.0465 3.4696 0.1541
H -0.9808 2.1336 -0.0488
H -0.4306 0.7247 -1.0068
H 2.3881 1.2684 -1.8097
H -1.4394 -3.0343 1.5340
H -0.9330 -2.5755 -2.2369
H -2.8629 -2.0086 1.6519
H 1.1156 2.0423 2.0304
*
```

=====

In hartree, relative to the most stable structure: P 0.0358; Q 0.0000.

=====

## P
The following is a quantum chemistry calculation of a 2-piece molecular cluster, C3H8Cl2NP overall, from the OMol25 dataset.

Frontier orbital gap (hartree): 0.31876
LUMO (eV): -0.190

```
! wB97M-V def2-TZVPD RIJCOSX def2/J DEFGRID3
* xyz 0 1
Cl 2.4740 -1.6829 -0.3429
Cl 2.7715 0.9699 0.6600
P 0.1621 2.0117 -0.3584
N 1.9119 -0.0520 -0.4554
C 0.5194 0.2399 -0.3024
C -0.1528 -0.7006 0.6515
C -1.6893 -0.6725 0.7466
H -0.0407 -1.7820 0.4165
H -2.0169 0.3366 1.0222
H -1.9415 -1.4183 1.3378
H 0.8777 2.2896 -1.5708
H -1.9812 -0.7940 -0.2048
H -0.8992 1.9285 -1.3224
H -0.2009 -0.2293 -1.8637
H 0.2060 -0.4445 1.5861
*
```

=====

## Q
The following is a quantum chemistry calculation of C3H8Cl2NP as an isolated structure, from the OMol25 dataset.

Frontier orbital gap (hartree): 0.30670
LUMO (eV): -0.086

```
! wB97M-V def2-TZVPD RIJCOSX def2/J DEFGRID3
* xyz 0 1
Cl 2.7588 1.3572 0.8554
Cl 2.9221 -1.3293 -0.0827
P 0.3916 2.1109 -0.4654
N 2.2022 0.2519 -0.3843
C 0.8353 0.3388 -0.5433
C -1.8174 -0.9076 -0.0007
C -0.4456 -0.7976 0.5860
H -0.2161 -0.7284 1.7161
H -1.7497 -1.0427 -1.0421
H -0.0713 2.0037 0.8407
H -2.3839 0.1105 0.1346
H -2.3458 -1.6794 0.4977
H 0.1645 -1.5935 0.2796
H 0.6266 -0.0719 -1.4705
H -0.8713 1.9774 -0.9210
*
```

=====

In hartree, relative to the most stable structure: P 0.0406; Q 0.0000.

=====

## P
The following is a quantum chemistry calculation of one molecule with the formula C3H9PS3, from the OMol25 dataset.

Frontier orbital gap (hartree): 0.34473
SMILES string: CC(C)P(=S)(S)S
LUMO (eV): 0.331

```
! wB97M-V def2-TZVPD RIJCOSX def2/J DEFGRID3
* xyz 0 1
S -1.9838 -0.4100 1.9613
S -1.9341 1.7426 -0.6884
S -1.9571 -1.7188 -1.1472
P -1.3649 -0.1437 0.1598
C 1.1590 1.2976 -0.0612
C 0.5654 -0.0889 -0.3495
C 1.2259 -1.2271 0.2484
H 0.9349 1.7326 0.9473
H 1.6134 -1.0841 1.2170
H 0.7414 2.1669 -0.6225
H -2.7978 -2.2268 -0.3137
H 2.3168 1.1026 -0.1768
H 0.5174 -2.1493 0.1685
H -1.6736 2.3799 0.4121
H 2.1534 -1.3246 -0.2793
H 0.4838 -0.0492 -1.4758
*
```

=====

## Q
The following is a quantum chemistry calculation of a 2-piece molecular cluster, C3H9PS3 overall, from the OMol25 dataset.

Frontier orbital gap (hartree): 0.30635
SMILES string: C[C@@H](S)C(=S)S.P
LUMO (eV): -0.447

```
! wB97M-V def2-TZVPD RIJCOSX def2/J DEFGRID3
* xyz 0 1
S -3.0226 -1.6020 -0.6421
S -0.2840 1.0095 -1.3871
S -0.3542 -2.0603 0.6068
P 3.7463 0.0019 0.0823
C -1.4687 -1.0606 0.0333
C -1.3120 0.5542 0.1347
C -0.7961 1.0512 1.3309
H -2.5774 -2.8859 -1.1431
H -2.2656 1.0161 -0.2261
H 4.0957 0.3910 -1.2977
H 2.7704 -0.7987 -0.4028
H 4.7767 -1.0210 0.2234
H 0.2070 0.7776 1.6690
H -0.6383 2.1905 1.1612
H -1.5583 0.9792 2.0574
H -1.3190 1.4573 -2.2002
*
```

=====

In hartree, relative to the most stable structure: P 0.0000; Q 0.1019.

=====

## P
The following is a quantum chemistry calculation of a 2-piece molecular cluster, C2H6NO3 overall, from the OMol25 dataset.

Frontier orbital gap (hartree): 0.31686
LUMO (eV): 4.355

```
! wB97M-V def2-TZVPD RIJCOSX def2/J DEFGRID3
* xyz -1 1
O 1.2648 0.5259 -0.3900
O 1.9830 0.4167 1.6269
O 0.0471 -0.1049 -2.4602
N -1.2755 -0.1287 0.2228
C 1.0440 0.2381 0.8633
C -0.2519 -0.3118 1.2601
H -1.3820 -1.0097 -0.2757
H 0.5009 0.2832 -1.5076
H 0.0942 0.7673 -2.7354
H -0.2044 -1.4211 1.5626
H -1.1840 0.6968 -0.4164
H -0.6364 0.0481 2.2495
*
```

=====

## Q
The following is a quantum chemistry calculation of a 2-piece molecular cluster, C2H6NO3 overall, from the OMol25 dataset.

Frontier orbital gap (hartree): 0.30930
LUMO (eV): 4.144

```
! wB97M-V def2-TZVPD RIJCOSX def2/J DEFGRID3
* xyz -1 1
O 0.0647 -0.4580 -2.9866
O 1.2634 -0.5668 1.7875
O 0.3861 -0.8786 -0.2629
N -1.3934 1.2416 0.0651
C 0.4564 -0.3241 0.8722
C -0.5738 0.7996 1.1912
H 0.4287 0.4037 -3.2009
H -0.0564 -0.4593 -2.0141
H 0.0791 1.6175 1.4923
H -0.9726 0.8266 -0.7599
H -1.1581 0.4683 2.0463
H -2.3085 0.7939 0.1005
*
```

=====

In hartree, relative to the most stable structure: P 0.0373; Q 0.0000.

=====

## P
The following is a quantum chemistry calculation of a 2-piece molecular cluster, C3H7O2P overall, from the OMol25 dataset.

Frontier orbital gap (spin up / spin down) (hartree): 0.25437 / 0.25246
LUMO (spin up / spin down) (eV): -0.311 / -0.403

```
! wB97M-V def2-TZVPD RIJCOSX def2/J DEFGRID3
* xyz 0 1
P 1.6847 1.0550 0.9419
O -1.5864 0.0425 -0.1993
O 0.5870 0.2946 1.7801
C 0.2215 0.3509 -1.6978
C 0.1572 -1.0007 1.9488
C -1.0937 0.6573 -1.1225
H 0.0381 -0.1788 -2.7417
H -0.6179 -0.7478 2.7317
H 1.0085 -1.6599 2.2630
H 0.7433 1.3638 -2.0550
H -0.3498 -1.2553 0.9926
H -1.5926 1.3726 -1.7903
H 0.8001 -0.2941 -1.0514
*
```

=====

## Q
The following is a quantum chemistry calculation of one molecule with the formula C3H7O2P, from the OMol25 dataset.

Frontier orbital gap (spin up / spin down) (hartree): 0.21906 / 0.23290
LUMO (spin up / spin down) (eV): -1.366 / -1.118

```
! wB97M-V def2-TZVPD RIJCOSX def2/J DEFGRID3
* xyz 0 1
P 0.0620 1.7809 1.7353
O 0.7437 0.5517 2.1620
O -0.0117 0.7312 -0.9084
C 0.2198 -1.7171 -0.4007
C 0.5571 -0.4259 -1.0950
C -0.9983 1.1042 0.0551
H 0.9598 2.4371 0.7789
H -1.5973 1.9600 -0.4213
H 1.5939 -0.3664 -1.4920
H 0.7718 -1.7606 0.5599
H -0.8939 -1.8960 -0.1883
H 0.3181 -2.5759 -1.1752
H -1.7252 0.1768 0.3895
*
```

=====

In hartree, relative to the most stable structure: P 0.0000; Q 0.0071.

=====

## P
The following is a quantum chemistry calculation of one molecule with the formula C6H15N3, from the OMol25 dataset.

Frontier orbital gap (hartree): 0.35037
SMILES string: C[C@@]1(N)CCC[C@@H](N)N1
LUMO (eV): 0.970

```
! wB97M-V def2-TZVPD RIJCOSX def2/J DEFGRID3
* xyz 0 1
N -0.3915 -2.5921 -0.7415
N -0.6536 1.7661 -0.8208
N -1.0418 -0.4683 -0.0210
C -0.6149 0.8845 0.3318
C 1.2708 -0.7118 -0.9745
C -0.2149 -1.1737 -0.9862
C -1.6346 1.4362 1.3341
C 1.6871 -0.2372 0.4142
C 0.8142 0.9211 0.9224
H -0.6343 -0.9830 -1.9875
H 1.2583 1.8831 0.6311
H -2.6303 1.3867 0.8967
H 2.7320 0.0692 0.4014
H -1.6290 0.8565 2.2532
H -1.1474 -1.0341 0.8112
H 1.5985 -1.0903 1.1058
H 0.0214 1.4903 -1.5233
H -1.5753 1.7277 -1.2410
H -0.0135 -3.1372 -1.5050
H 1.4331 0.0668 -1.7021
H -1.3903 2.4673 1.5595
H 0.7584 0.8871 2.0129
H 0.0985 -2.8618 0.1084
H 1.8990 -1.5529 -1.2799
*
```

=====

## Q
The following is a quantum chemistry calculation of one molecule with the formula C6H15N3, from the OMol25 dataset.

Frontier orbital gap (hartree): 0.36098
SMILES string: CC[C@@H]1CCN(C)N1N
LUMO (eV): 1.122

```
! wB97M-V def2-TZVPD RIJCOSX def2/J DEFGRID3
* xyz 0 1
N 1.6018 -0.3600 -0.2811
N 0.2012 -1.8765 0.7805
N 0.2094 -0.7803 -0.0610
C -2.6800 -0.7414 0.0822
C -0.5507 0.4304 0.6168
C 1.7424 0.0627 -1.7212
C 1.7432 0.7895 0.6173
C -1.8512 0.5006 -0.1060
C 0.5052 1.5484 0.5129
H -3.6950 -0.6540 -0.4702
H 2.8283 0.3374 -1.5430
H 0.1658 -2.7759 0.2544
H 1.9996 0.4385 1.6167
H 0.4051 2.2446 1.3995
H 0.8987 -1.8638 1.5097
H -1.9984 -1.3531 -0.4053
H -2.2782 1.3978 0.1294
H 1.8403 -0.8324 -2.3818
H -0.8669 0.0196 1.6535
H -1.6254 0.4052 -1.1937
H 2.6001 1.3953 0.2972
H -2.8078 -1.1552 1.2133
H 1.1797 0.8635 -2.0910
H 0.4330 1.9590 -0.4293
*
```

=====

In hartree, relative to the most stable structure: P 0.0000; Q 0.1413.